A structure of composition B2H8Rb at a distorted geometry, computed with the ωB97M-V functional and the def2-TZVPD basis.

Values from the calculation:
highest occupied orbital energy: -5.054 eV
total charge: -1
ΔE to the lowest compared entry with this formula, charge and spin: 100.46 kJ/mol

Geometry (Å):
Rb: 17.873 -1.053 11.980
B: 20.132 -3.203 12.274
H: 19.250 -3.035 13.001
H: 21.159 -3.205 12.832
H: 20.026 -4.288 11.850
H: 20.288 -2.389 11.468
B: 19.800 1.292 10.816
H: 20.170 2.198 10.178
H: 19.994 0.380 10.108
H: 20.518 1.197 11.734
H: 18.696 1.334 11.160

---

A structure of composition C20H15Br2N6O2S4SbTi at a distorted geometry, computed with the ωB97M-V functional and the def2-TZVPD basis.

Values from the calculation:
highest occupied orbital energy (alpha / beta): -3.521 / -4.035 eV
total charge: -1
ΔE to the lowest compared entry with this formula, charge and spin: 109.88 kJ/mol
2S+1: 2

Geometry (Å):
Ti: -0.455 -0.180 0.398
N: -1.027 -1.382 7.972
C: -1.099 -1.614 6.601
C: -2.172 -1.129 5.860
C: -2.241 -1.357 4.496
C: -1.249 -2.094 3.871
C: -0.184 -2.606 4.602
C: -0.110 -2.367 5.959
S: -1.283 -2.307 2.129
O: -1.526 -3.678 1.821
O: -2.213 -1.290 1.612
N: 0.102 -1.675 1.672
C: 1.270 -2.213 1.149
N: 1.945 -1.212 0.574
C: 3.089 -1.530 -0.012
C: 3.578 -2.833 0.041
C: 2.794 -3.767 0.676
N: 1.613 -3.478 1.246
H: -1.525 -0.565 8.288
H: -0.105 -1.445 8.371
H: -2.939 -0.542 6.350
H: -3.053 -0.950 3.909
H: 0.592 -3.172 4.100
H: 0.725 -2.752 6.531
H: 3.626 -0.728 -0.498
H: 4.507 -3.098 -0.439
H: 3.106 -4.804 0.737
Br: -1.185 2.695 6.263
C: -0.870 2.053 4.506
C: 0.404 1.498 4.203
C: 0.586 1.019 2.943
N: -0.369 1.066 1.984
C: -1.582 1.643 2.270
C: -1.848 2.130 3.576
C: -2.503 1.643 1.193
C: -3.781 2.247 1.247
C: -4.559 2.209 0.134
Br: -6.272 3.012 0.159
C: -4.114 1.583 -1.045
C: -2.884 0.985 -1.020
N: -2.083 0.993 0.062
H: 1.190 1.449 4.941
H: 1.524 0.572 2.636
H: -2.809 2.559 3.819
H: -4.121 2.735 2.147
H: -4.721 1.550 -1.936
H: -2.493 0.458 -1.879
S: -0.838 -1.778 -1.295
Sb: 0.545 -0.302 -2.742
S: 2.566 -1.336 -3.077
S: 0.806 1.345 -0.914

---

A cluster of 11 separate species, C6H30O11 in total at a distorted geometry, computed with the ωB97M-V functional and the def2-TZVPD basis.

Values from the calculation:
highest occupied orbital energy: -9.186 eV
total charge: 0
SMILES: C/C=C/CCC=O.O.O.O.O.O.O.O.O.O.O
ΔE to the lowest compared entry with this formula, charge and spin: 266.50 kJ/mol

Geometry (Å):
O: -0.992 1.688 -4.198
C: -1.205 1.149 -3.139
C: -0.642 -0.150 -2.637
C: -0.615 -0.172 -1.118
C: 0.705 -0.095 -0.438
C: 0.911 -0.434 0.830
C: 2.146 -0.145 1.642
H: -1.943 1.596 -2.472
H: -1.372 -0.928 -2.928
H: 0.287 -0.529 -3.081
H: -1.092 0.705 -0.643
H: -1.186 -0.989 -0.636
H: 1.518 0.334 -1.030
H: 0.094 -0.681 1.505
H: 1.883 0.162 2.656
H: 2.669 0.679 1.150
H: 2.822 -0.993 1.762
H: -3.517 -0.988 0.352
H: -4.659 -1.504 1.018
O: -3.963 -0.877 1.211
H: 0.287 1.124 2.960
H: -1.261 0.695 2.878
O: -0.597 1.386 2.772
H: 2.576 3.544 0.128
H: 1.777 2.667 -0.803
O: 1.864 2.891 0.115
H: 1.561 -4.264 0.725
H: 1.286 -3.953 2.157
O: 0.855 -4.344 1.385
H: -2.675 4.305 -0.254
H: -2.479 3.528 -1.468
O: -3.026 3.507 -0.685
H: 1.408 2.186 -4.050
H: 1.417 1.303 -2.782
O: 1.972 1.898 -3.318
H: 0.517 -3.747 -0.682
H: 0.304 -4.242 -2.182
O: 0.655 -3.544 -1.622
H: -1.534 3.015 2.081
H: -0.429 4.027 1.990
O: -1.346 3.914 1.737
H: 4.147 -2.794 0.003
H: 3.283 -3.208 -1.002
O: 3.847 -3.660 -0.343
H: -1.857 -1.131 4.207
H: -2.580 -1.736 2.994
O: -1.823 -1.193 3.255

---

A structure of composition C34H26As2O7RuS3, computed with the ωB97M-V functional and the def2-TZVPD basis.

Values from the calculation:
highest occupied orbital energy (alpha / beta): -8.096 / -8.092 eV
total charge: 0
ΔE to the lowest compared entry with this formula, charge and spin: 0.00 kJ/mol

Geometry (Å):
Ru: 1.768 -0.473 0.980
S: 2.133 -0.597 3.154
C: 0.913 -1.638 3.892
C: 1.065 -1.964 5.240
C: 0.163 -2.821 5.847
C: -0.891 -3.363 5.121
C: -1.052 -3.034 3.781
C: -0.161 -2.165 3.172
As: -0.262 -1.616 1.330
C: -1.900 -0.624 1.144
C: -2.170 -0.085 -0.112
C: -3.295 0.702 -0.294
C: -4.150 0.949 0.774
C: -3.876 0.416 2.024
C: -2.746 -0.371 2.214
C: -0.542 -3.207 0.288
C: -1.825 -3.703 0.087
C: -2.002 -4.873 -0.638
C: -0.902 -5.537 -1.160
C: 0.377 -5.035 -0.963
C: 0.564 -3.867 -0.239
H: 1.898 -1.555 5.797
H: 0.289 -3.077 6.891
H: -1.584 -4.043 5.598
H: -1.869 -3.459 3.211
H: -1.486 -0.257 -0.936
H: -3.497 1.139 -1.264
H: -5.024 1.571 0.630
H: -4.538 0.616 2.857
H: -2.524 -0.769 3.197
H: -2.687 -3.173 0.476
H: -3.000 -5.259 -0.800
H: -1.042 -6.447 -1.731
H: 1.233 -5.547 -1.382
H: 1.557 -3.463 -0.101
O: 1.653 -0.219 -3.641
As: 2.456 0.191 -2.126
O: 2.521 1.806 -1.990
O: 1.541 -0.695 -0.989
C: 4.082 -0.828 -2.375
C: 4.513 -1.004 -3.683
C: 5.662 -1.734 -3.956
C: 6.389 -2.298 -2.922
C: 5.972 -2.126 -1.610
C: 4.823 -1.398 -1.341
S: 4.382 -1.222 0.372
O: 5.550 -1.516 1.138
O: 3.219 -2.122 0.640
O: 3.837 0.158 0.502
H: 1.238 0.590 -3.966
H: 3.939 -0.575 -4.492
H: 5.985 -1.858 -4.981
H: 7.286 -2.865 -3.129
H: 6.537 -2.539 -0.786
C: -4.888 7.366 -2.760
C: -3.992 6.329 -2.132
O: -4.275 5.166 -2.044
S: -2.464 7.035 -1.520
C: -1.679 5.604 -0.835
C: -2.229 4.962 0.270
C: -1.614 3.837 0.783
C: -0.428 3.365 0.213
C: 0.134 4.026 -0.885
C: -0.501 5.137 -1.410
C: 0.196 2.178 0.684
C: 0.782 1.143 0.954
H: -5.925 7.119 -2.540
H: -4.744 7.327 -3.841
H: -4.654 8.371 -2.414
H: -3.143 5.338 0.709
H: -2.044 3.310 1.625
H: 1.040 3.626 -1.327
H: -0.091 5.641 -2.276

---

A structure of composition C13H17ClIrO at a distorted geometry, computed with the ωB97M-V functional and the def2-TZVPD basis.

Values from the calculation:
highest occupied orbital energy (alpha / beta): -6.223 / -7.748 eV
total charge: 0
2S+1: 6

Geometry (Å):
C: -2.867 -1.234 -0.785
C: -1.968 -1.421 -1.945
C: -1.698 -0.189 -2.511
H: -1.664 -2.383 -2.369
C: -2.172 0.823 -1.637
C: -3.101 0.211 -0.684
H: -3.468 0.716 0.199
H: -3.223 -2.048 -0.165
H: -1.141 -0.043 -3.405
H: -2.050 1.891 -1.831
Ir: -1.291 -0.416 0.051
Cl: 0.325 -1.916 0.651
C: 3.378 -0.160 -0.404
C: 2.505 0.923 -0.723
C: 1.789 0.603 -1.926
H: 2.301 1.814 -0.122
C: 2.074 -0.735 -2.227
C: 3.117 -1.225 -1.352
H: 3.395 -2.247 -1.219
H: 3.987 -0.161 0.455
H: 0.784 1.031 -2.080
H: 1.493 -1.360 -2.830
C: -1.315 0.398 2.632
C: -0.082 1.075 2.055
C: 1.246 0.616 2.652
O: -0.035 1.041 0.644
H: -1.238 -0.686 2.478
H: -2.208 0.774 2.131
H: -1.337 0.626 3.700
H: -0.173 2.161 2.219
H: 1.348 -0.453 2.461
H: 2.061 1.148 2.161
H: 1.228 0.824 3.727

---

The molecule C4H5N5 at a distorted geometry, computed with the ωB97M-V functional and the def2-TZVPD basis.

Values from the calculation:
highest occupied orbital energy: -8.172 eV
total charge: 0
SMILES: N#C/C=C1/NN=CNN1
ΔE to the lowest compared entry with this formula, charge and spin: 191.74 kJ/mol

Geometry (Å):
C: 2.613 -0.116 -0.011
C: 1.452 -0.913 -0.016
C: 0.156 -0.389 0.027
C: -2.341 0.406 -0.033
H: 1.503 -2.000 -0.102
H: 0.590 1.626 -0.254
H: -1.588 2.273 0.413
H: -3.332 0.814 0.013
H: -0.652 -2.228 0.005
N: 3.519 0.611 0.001
N: -0.071 0.946 0.090
N: -1.410 1.403 -0.102
N: -2.252 -0.886 -0.004
N: -0.900 -1.277 0.033

---

Copy entry 3 word for word.
A cluster of 11 separate species, C6H30O11 in total at a distorted geometry, computed with the ωB97M-V functional and the def2-TZVPD basis.

Values from the calculation:
highest occupied orbital energy: -9.186 eV
total charge: 0
SMILES: C/C=C/CCC=O.O.O.O.O.O.O.O.O.O.O
ΔE to the lowest compared entry with this formula, charge and spin: 266.50 kJ/mol

Geometry (Å):
O: -0.992 1.688 -4.198
C: -1.205 1.149 -3.139
C: -0.642 -0.150 -2.637
C: -0.615 -0.172 -1.118
C: 0.705 -0.095 -0.438
C: 0.911 -0.434 0.830
C: 2.146 -0.145 1.642
H: -1.943 1.596 -2.472
H: -1.372 -0.928 -2.928
H: 0.287 -0.529 -3.081
H: -1.092 0.705 -0.643
H: -1.186 -0.989 -0.636
H: 1.518 0.334 -1.030
H: 0.094 -0.681 1.505
H: 1.883 0.162 2.656
H: 2.669 0.679 1.150
H: 2.822 -0.993 1.762
H: -3.517 -0.988 0.352
H: -4.659 -1.504 1.018
O: -3.963 -0.877 1.211
H: 0.287 1.124 2.960
H: -1.261 0.695 2.878
O: -0.597 1.386 2.772
H: 2.576 3.544 0.128
H: 1.777 2.667 -0.803
O: 1.864 2.891 0.115
H: 1.561 -4.264 0.725
H: 1.286 -3.953 2.157
O: 0.855 -4.344 1.385
H: -2.675 4.305 -0.254
H: -2.479 3.528 -1.468
O: -3.026 3.507 -0.685
H: 1.408 2.186 -4.050
H: 1.417 1.303 -2.782
O: 1.972 1.898 -3.318
H: 0.517 -3.747 -0.682
H: 0.304 -4.242 -2.182
O: 0.655 -3.544 -1.622
H: -1.534 3.015 2.081
H: -0.429 4.027 1.990
O: -1.346 3.914 1.737
H: 4.147 -2.794 0.003
H: 3.283 -3.208 -1.002
O: 3.847 -3.660 -0.343
H: -1.857 -1.131 4.207
H: -2.580 -1.736 2.994
O: -1.823 -1.193 3.255